[1]
ORCA calculation (ωB97M-V with the def2-TZVPD basis set) on a structure of composition C26H34BrCrINOS4.

Its charge is +2. The calculation puts the frontier orbital gap (spin up / spin down) at 6.4 / 6.8 eV. The relative energy (zero: lowest compared OMol25 entry of this formula, charge and spin) is 0.000 eV. Its LUMO energy (spin up / spin down) is -6.63 / -6.21 eV. Its spin multiplicity is 4. The expectation value of S² is 3.88.

CARTESIAN COORDINATES (ANGSTROEM)
Cr1 -0.643 0.567 1.092
C1 -2.628 1.295 3.716
C2 -2.328 -0.186 3.907
S1 -0.774 -0.786 3.158
C3 0.482 -0.069 4.297
C4 1.465 0.898 3.649
S2 0.501 2.038 2.623
C5 1.637 2.865 1.490
C6 0.787 3.591 0.452
S3 -0.567 2.595 -0.304
C7 -2.054 3.522 0.212
C8 -2.469 3.349 1.667
S4 -2.822 1.589 1.937
H1 -1.836 1.932 4.109
H2 -3.560 1.545 4.222
H3 -3.108 -0.806 3.462
H4 -2.288 -0.440 4.967
H5 1.032 -0.909 4.716
H6 -0.078 0.405 5.103
H7 2.195 0.383 3.029
H8 1.979 1.470 4.421
H9 2.291 2.119 1.046
H10 2.238 3.589 2.040
H11 1.417 3.923 -0.371
H12 0.309 4.471 0.882
H13 -2.837 3.176 -0.465
H14 -1.879 4.573 -0.021
H15 -3.372 3.928 1.858
H16 -1.693 3.675 2.360
C9 -3.525 -1.421 -1.475
C10 -2.457 -2.504 -1.346
C11 -1.741 -2.116 -0.071
O1 -1.820 -0.645 -0.032
C12 -2.784 -0.175 -1.039
H17 -4.366 -1.621 -0.810
H18 -3.905 -1.321 -2.490
H19 -1.768 -2.472 -2.190
H20 -2.877 -3.505 -1.278
H21 -0.691 -2.398 -0.053
H22 -2.241 -2.491 0.824
H23 -2.210 0.267 -1.854
H24 -3.420 0.571 -0.566
Br1 0.220 -3.497 -4.366
C13 0.376 -2.203 -5.736
C14 0.477 -2.659 -7.043
C15 0.599 -1.754 -8.084
C16 0.623 -0.392 -7.827
C17 0.526 0.069 -6.524
C18 0.403 -0.838 -5.481
I1 0.286 -0.078 -3.537
H25 0.460 -3.722 -7.237
H26 0.678 -2.119 -9.099
H27 0.720 0.317 -8.638
H28 0.548 1.130 -6.318
C19 1.074 -0.111 0.114
C20 2.171 -0.749 0.892
C21 3.453 -0.193 0.915
C22 4.457 -0.728 1.704
C23 4.198 -1.851 2.486
C24 2.947 -2.463 2.423
C25 1.953 -1.917 1.630
C26 5.219 -2.388 3.343
N1 6.033 -2.796 4.042
H29 0.625 -0.818 -0.586
H30 1.474 0.704 -0.497
H31 3.680 0.658 0.282
H32 5.444 -0.285 1.713
H33 2.767 -3.369 2.987
H34 0.994 -2.421 1.575



[2]
ORCA calculation (ωB97M-V with the def2-TZVPD basis set) on a structure of composition C56H47BrClEuN8O3S4Se.

Its charge is -1. The calculation puts the frontier orbital gap (spin up / spin down) at 5.0 / 5.8 eV. The relative energy (zero: lowest compared OMol25 entry of this formula, charge and spin) is 0.664 eV. Its LUMO energy (spin up / spin down) is 1.76 / 1.76 eV. Its spin multiplicity is 8. The expectation value of S² is 15.76.

CARTESIAN COORDINATES (ANGSTROEM)
Eu1 13.424 18.073 10.381
C1 15.274 19.385 13.123
O1 14.903 20.082 11.935
C2 14.034 21.116 12.080
C3 14.018 22.013 13.116
C4 13.057 23.025 13.127
Br1 13.029 24.372 14.405
C5 12.172 23.225 12.103
C6 12.231 22.410 10.958
C7 13.143 21.340 10.979
O2 13.214 20.512 9.963
C8 11.392 22.625 9.782
N1 11.651 22.121 8.612
C9 10.735 22.553 7.802
C10 10.611 22.333 6.438
C11 9.534 22.891 5.825
C12 8.600 23.754 6.512
C13 8.674 23.928 7.880
C14 9.833 23.404 8.484
N2 10.343 23.504 9.766
H1 14.389 18.885 13.496
H2 15.736 19.994 13.896
H3 15.922 18.582 12.791
H4 14.800 22.003 13.872
H5 11.595 24.095 12.063
H6 12.666 20.843 9.195
H7 11.299 21.670 5.849
H8 9.400 22.915 4.739
H9 7.840 24.226 5.935
H10 8.038 24.643 8.438
H11 9.846 23.858 10.555
N3 13.010 15.879 9.287
S1 13.894 14.942 8.658
N4 14.822 13.832 9.629
S2 14.142 13.188 10.827
N5 13.015 13.803 11.620
S3 13.006 15.091 12.741
N6 13.535 16.403 12.367
C15 13.714 14.440 14.197
C16 14.837 15.142 14.743
C17 15.406 14.746 15.937
C18 14.844 13.691 16.644
C19 13.792 12.989 16.109
C20 13.213 13.336 14.916
C21 11.268 14.857 13.082
C22 10.615 13.671 13.086
C23 9.341 13.612 13.650
C24 8.631 14.755 13.978
C25 9.312 16.013 13.870
C26 10.601 16.014 13.389
C27 15.411 12.656 11.902
C28 15.121 11.605 12.760
C29 16.104 11.182 13.623
C30 17.383 11.755 13.612
C31 17.665 12.731 12.683
C32 16.702 13.163 11.795
C33 13.484 11.656 10.216
C34 14.400 10.713 9.793
C35 13.871 9.614 9.117
C36 12.496 9.422 8.912
C37 11.599 10.432 9.356
C38 12.135 11.548 10.054
C39 13.066 13.818 7.412
C40 13.560 12.628 6.973
C41 12.766 11.814 6.154
C42 11.530 12.280 5.730
C43 11.124 13.538 6.095
C44 11.885 14.348 6.944
C45 15.268 15.413 7.535
C46 15.074 16.565 6.828
C47 15.781 16.818 5.673
C48 16.756 15.916 5.294
C49 16.949 14.731 5.984
C50 16.206 14.495 7.141
H12 15.252 15.956 14.213
H13 16.182 15.380 16.349
H14 15.215 13.395 17.612
H15 13.394 12.190 16.696
H16 12.413 12.738 14.597
H17 11.086 12.750 12.692
H18 8.816 12.692 13.670
H19 7.611 14.718 14.379
H20 8.771 16.904 14.112
H21 11.154 16.940 13.412
H22 14.140 11.134 12.771
H23 15.970 10.406 14.334
H24 18.136 11.307 14.340
H25 18.657 13.096 12.558
H26 16.975 13.916 11.068
H27 15.496 10.875 9.879
H28 14.533 8.791 8.756
H29 12.183 8.490 8.470
H30 10.529 10.259 9.316
H31 11.475 12.236 10.535
H32 14.534 12.325 7.326
H33 13.136 10.795 5.919
H34 10.975 11.625 5.089
H35 10.219 13.966 5.678
H36 11.578 15.266 7.356
H37 14.295 17.223 7.157
H38 15.590 17.722 5.142
H39 17.387 16.152 4.431
H40 17.809 14.109 5.722
H41 16.376 13.570 7.687
S4 16.295 16.859 10.610
C51 16.481 17.965 9.298
C52 17.624 17.990 8.524
C53 17.732 18.824 7.437
C54 16.677 19.715 7.078
C55 15.526 19.566 7.866
N7 15.455 18.725 8.894
H42 18.462 17.418 8.848
H43 18.677 18.839 6.918
H44 16.760 20.373 6.231
H45 14.588 20.056 7.676
O3 10.072 15.058 10.211
H46 10.968 15.350 9.933
H47 9.720 15.884 10.579
Cl1 10.819 18.498 11.326
Se1 11.235 18.509 7.589
C56 11.944 17.884 6.075
N8 12.386 17.547 5.031



[3]
ORCA calculation (ωB97M-V with the def2-TZVPD basis set) on a structure of composition C31H40N4ORu.

Its charge is -1. The calculation puts the frontier orbital gap (spin up / spin down) at 2.1 / 6.3 eV. The relative energy (zero: lowest compared OMol25 entry of this formula, charge and spin) is 0.356 eV. Its LUMO energy (spin up / spin down) is 2.57 / 2.45 eV. Its spin multiplicity is 6. The expectation value of S² is 8.79.

CARTESIAN COORDINATES (ANGSTROEM)
Ru1 -0.935 -0.005 1.109
N1 -2.121 2.017 -3.323
N2 -2.404 0.169 -1.161
C1 0.018 -0.694 2.918
C2 -0.331 0.699 3.040
C3 0.365 1.426 2.007
C4 0.247 2.883 1.762
H1 -0.646 3.101 1.162
H2 1.106 3.257 1.195
H3 0.142 3.420 2.713
C5 1.126 0.474 1.228
C6 1.909 0.747 -0.001
H4 2.249 1.787 -0.028
H5 1.281 0.596 -0.890
H6 2.756 0.057 -0.074
C7 0.915 -0.833 1.803
C8 1.500 -2.118 1.329
H7 2.357 -1.930 0.675
H8 0.756 -2.692 0.758
H9 1.815 -2.741 2.175
C9 -1.319 1.278 3.994
H10 -0.902 2.146 4.518
H11 -1.625 0.526 4.726
H12 -2.217 1.611 3.455
C10 -0.465 -1.817 3.769
H13 -1.199 -2.420 3.221
H14 -0.939 -1.435 4.678
H15 0.362 -2.481 4.049
C11 -1.706 2.679 -4.392
H16 -2.229 2.476 -5.331
C12 -0.652 3.607 -4.352
H17 -0.344 4.097 -5.272
C13 -0.023 3.850 -3.124
H18 0.828 4.526 -3.043
C14 -0.488 3.200 -1.989
H19 -0.057 3.366 -1.004
C15 -1.524 2.222 -2.116
C16 -1.892 1.426 -0.984
H20 -2.022 1.867 0.013
C17 -2.106 -0.771 -0.185
C18 -2.929 -0.486 -2.290
H21 -3.222 0.077 -3.153
C19 -2.884 -1.808 -2.031
H22 -3.157 -2.661 -2.625
N3 -2.383 -1.989 -0.733
C20 -1.957 -3.233 -0.155
C21 -2.552 -3.648 1.038
C22 -2.145 -4.866 1.587
H23 -2.613 -5.218 2.508
C23 -1.156 -5.641 0.977
C24 -0.713 -6.929 1.606
H24 0.310 -6.850 1.997
H25 -0.725 -7.753 0.882
H26 -1.372 -7.186 2.441
C25 -0.564 -5.190 -0.204
H27 0.222 -5.780 -0.685
C26 -0.948 -3.974 -0.784
C27 -0.225 -3.453 -1.985
H28 -0.897 -3.090 -2.770
H29 0.380 -4.260 -2.417
H30 0.470 -2.635 -1.724
C28 -3.610 -2.814 1.686
H31 -4.353 -2.444 0.969
H32 -3.183 -1.943 2.209
H33 -4.136 -3.423 2.428
C29 4.677 3.653 -2.180
N4 4.215 4.842 -1.482
C30 5.126 5.968 -1.364
C31 3.076 4.791 -0.759
O1 2.326 3.807 -0.724
H34 5.428 3.968 -2.909
H35 3.836 3.163 -2.682
H36 5.140 2.937 -1.485
H37 4.540 6.874 -1.173
H38 5.840 5.830 -0.536
H39 5.692 6.064 -2.297
H40 2.862 5.729 -0.210



[4]
ORCA calculation (ωB97M-V with the def2-TZVPD basis set) on a cluster of 2 separate species, C5H5N in total.

The calculation puts the frontier orbital gap (spin up / spin down) at 9.5 / 7.9 eV. The relative energy (zero: lowest compared OMol25 entry of this formula, charge and spin) is 3.743 eV. Its LUMO energy (spin up / spin down) is 0.91 / -2.60 eV. Its spin multiplicity is 3. The expectation value of S² is 2.02.

CARTESIAN COORDINATES (ANGSTROEM)
C1 1.664 -1.266 -2.406
C2 0.732 -0.571 -2.807
C3 -0.844 0.587 -0.619
C4 -0.911 0.793 0.839
C5 0.425 0.651 0.154
N1 -1.369 0.489 -1.693
H1 2.545 -1.745 -2.773
H2 -0.992 1.831 1.129
H3 -1.303 0.083 1.485
H4 0.942 -0.242 0.134
H5 0.955 1.627 0.041



[5]
ORCA calculation (ωB97M-V with the def2-TZVPD basis set) on the molecule C18H22N4O3S.

The calculation puts the frontier orbital gap at 8.8 eV. The relative energy (zero: lowest compared OMol25 entry of this formula, charge and spin) is 1.990 eV. Its LUMO energy is 0.09 eV. As for the SMILES: COc1cccc(CN(CC(=O)NC2CCCC2)C(=O)c2csnn2)c1.

CARTESIAN COORDINATES (ANGSTROEM)
C1 4.816 0.659 -2.307
O1 5.101 0.042 -1.072
C2 4.104 -0.625 -0.435
C3 4.420 -1.147 0.821
C4 3.462 -1.817 1.553
C5 2.175 -1.962 1.061
C6 1.849 -1.439 -0.182
C7 0.435 -1.533 -0.701
N1 -0.533 -1.191 0.327
C8 -1.594 -2.132 0.634
C9 -2.807 -1.878 -0.281
O2 -3.094 -2.617 -1.199
N2 -3.464 -0.759 0.050
C10 -4.553 -0.205 -0.726
C11 -4.157 1.164 -1.300
C12 -4.612 2.153 -0.232
C13 -5.970 1.592 0.185
C14 -5.776 0.070 0.174
C15 -0.535 -0.003 0.955
O3 -1.382 0.316 1.780
C16 0.579 0.928 0.616
C17 1.462 1.466 1.523
S1 2.516 2.504 0.684
N3 1.736 2.201 -0.744
N4 0.783 1.392 -0.632
C18 2.819 -0.792 -0.936
H1 4.003 1.386 -2.214
H2 5.732 1.173 -2.594
H3 4.561 -0.079 -3.074
H4 5.421 -1.009 1.198
H5 3.716 -2.222 2.521
H6 1.424 -2.468 1.648
H7 0.310 -0.871 -1.564
H8 0.220 -2.554 -1.027
H9 -1.886 -1.992 1.679
H10 -1.234 -3.150 0.481
H11 -3.108 -0.194 0.812
H12 -4.765 -0.936 -1.510
H13 -3.088 1.219 -1.506
H14 -4.698 1.343 -2.229
H15 -4.678 3.174 -0.605
H16 -3.920 2.138 0.612
H17 -6.722 1.878 -0.552
H18 -6.292 1.958 1.158
H19 -5.570 -0.299 1.179
H20 -6.662 -0.445 -0.193
H21 1.533 1.288 2.575
H22 2.546 -0.397 -1.902



> Which of these has the highest relative energy (zero: lowest compared OMol25 entry of this formula, charge and spin)?

C5H5N



> Which value of relative energy (zero: lowest compared OMol25 entry of this formula, charge and spin) does entry 4 give?

3.743 eV



> Which of these has the highest relative energy (zero: lowest compared OMol25 entry of this formula, charge and spin)?

C5H5N



> Which of these has the lowest relative energy (zero: lowest compared OMol25 entry of this formula, charge and spin)?

C26H34BrCrINOS4